# CH4N2

A structure of composition CH4N2 at a distorted geometry (ωB97M-V with the def2-TZVPD basis set, OMol25).

```
! wB97M-V def2-TZVPD RIJCOSX def2/J DEFGRID3
* xyz 0 1
C 0.060 -0.279 0.373
N -0.489 0.404 1.582
N -1.250 -0.351 0.492
H 2.169 0.494 2.037
H 1.837 0.584 2.741
H -0.713 1.376 1.465
H -1.922 -1.068 0.516
*
```

molar mass: 44.1 g mol⁻¹
HOMO level: -10.09 eV
F_max: 3.242 eV/A
frontier orbital gap: 10.89 eV
calculated total energy: -4076.4947 eV
relative energy (zero: lowest compared OMol25 entry of this formula, charge and spin): 6.3875 eV


# C28H29N2NiO3S

A structure of composition C28H29N2NiO3S (ωB97M-V with the def2-TZVPD basis set, OMol25).

```
! wB97M-V def2-TZVPD RIJCOSX def2/J DEFGRID3
* xyz 1 1
Ni -0.282 0.844 -0.359
S -0.825 4.824 -1.967
C -1.862 4.755 -0.576
C -2.709 5.749 -0.097
C -3.413 5.495 1.061
C -3.261 4.278 1.733
C -2.425 3.290 1.256
C -1.723 3.524 0.072
N -0.821 2.672 -0.568
C -0.279 3.240 -1.619
C 0.731 2.480 -2.331
C 1.464 2.943 -3.415
C 2.442 2.125 -3.956
C 2.667 0.872 -3.403
C 1.918 0.416 -2.321
C 0.928 1.213 -1.763
H -2.804 6.694 -0.613
H -4.077 6.250 1.461
H -3.804 4.111 2.654
H -2.293 2.363 1.791
H 1.283 3.928 -3.829
H 3.028 2.462 -4.800
H 3.440 0.238 -3.819
H 2.138 -0.565 -1.925
O -1.892 -1.445 2.233
C -2.328 -0.577 1.362
O -1.659 0.380 1.004
C -3.717 -0.847 0.822
N -4.262 -2.051 1.466
C -4.572 -3.039 0.407
C -4.740 -2.213 -0.864
C -3.669 -1.137 -0.695
H -4.323 0.038 1.029
H -5.087 -1.833 2.007
H -2.659 -2.079 2.335
H -5.450 -3.618 0.682
H -3.733 -3.732 0.305
H -5.733 -1.761 -0.889
H -4.610 -2.798 -1.774
H -3.842 -0.239 -1.284
H -2.687 -1.530 -0.970
C 6.247 -2.053 2.037
C 4.845 -2.021 1.506
C 3.984 -0.979 1.830
C 2.697 -0.902 1.323
C 1.834 0.249 1.754
C 2.254 -1.932 0.463
C 0.937 -1.951 -0.133
O 0.141 -1.024 -0.277
C 3.104 -3.023 0.153
C 2.677 -4.160 -0.743
C 4.385 -3.036 0.670
H 6.358 -1.411 2.908
H 6.943 -1.703 1.271
H 6.542 -3.066 2.307
H 4.325 -0.204 2.506
H 2.270 0.730 2.628
H 0.820 -0.064 2.004
H 1.771 1.001 0.962
H 0.601 -2.922 -0.515
H 2.385 -3.818 -1.736
H 1.838 -4.715 -0.319
H 3.500 -4.860 -0.867
H 5.045 -3.859 0.425
*
```

molar mass: 532.3 g mol⁻¹
HOMO level: -10.86 eV
F_max: 0.230 eV/A
frontier orbital gap: 7.81 eV
calculated total energy: -90504.0315 eV
relative energy (zero: lowest compared OMol25 entry of this formula, charge and spin): 0.0310 eV


# C23H25ClF3NO4S

A cluster of 4 separate species, C23H25ClF3NO4S in total (ωB97M-V with the def2-TZVPD basis set, OMol25).

```
! wB97M-V def2-TZVPD RIJCOSX def2/J DEFGRID3
* xyz 0 1
N -0.474 -0.592 2.117
C -1.071 0.228 1.198
O -1.256 -0.048 0.042
O -1.337 1.454 1.739
C -2.527 2.082 1.246
C -3.720 1.700 2.116
C -5.067 1.904 1.400
C -5.927 0.649 1.214
S -5.028 -0.662 0.417
O -4.201 -1.355 1.353
O -4.511 -0.171 -0.816
Cl -6.576 -1.921 -0.025
H -0.553 -1.573 1.889
H -0.678 -0.375 3.079
H -2.337 3.155 1.284
H -2.683 1.800 0.203
H -3.695 2.284 3.037
H -3.591 0.659 2.417
H -4.928 2.373 0.424
H -5.682 2.594 1.980
H -6.759 0.854 0.540
H -6.327 0.256 2.149
F 3.998 0.606 -3.276
C 3.203 -0.403 -2.858
C 2.158 -0.121 -2.001
C 1.342 -1.160 -1.583
C 1.580 -2.457 -2.012
C 2.647 -2.717 -2.862
C 3.468 -1.684 -3.299
H 1.974 0.889 -1.658
H 0.522 -0.940 -0.914
H 0.944 -3.263 -1.674
H 2.847 -3.730 -3.188
H 4.300 -1.861 -3.966
F 0.633 -3.501 0.832
C 1.740 -4.110 1.314
C 1.789 -5.488 1.325
C 2.934 -6.099 1.816
C 3.996 -5.335 2.281
C 3.915 -3.949 2.253
C 2.779 -3.320 1.764
H 0.948 -6.060 0.959
H 2.996 -7.179 1.833
H 4.885 -5.818 2.661
H 4.741 -3.349 2.611
H 2.691 -2.243 1.720
F 1.917 5.992 0.594
C 1.619 5.409 -0.588
C 1.956 6.066 -1.754
C 1.648 5.460 -2.964
C 1.013 4.226 -2.992
C 0.685 3.592 -1.802
C 0.990 4.181 -0.582
H 2.449 7.027 -1.706
H 1.909 5.956 -3.889
H 0.778 3.757 -3.938
H 0.187 2.630 -1.816
H 0.749 3.701 0.357
*
```

molar mass: 504.0 g mol⁻¹
HOMO level: -8.85 eV
F_max: 0.385 eV/A
structure (SMILES): NC(=O)OCCCCS(=O)(=O)Cl.Fc1ccccc1.Fc1ccccc1.Fc1ccccc1
frontier orbital gap: 9.29 eV
calculated total energy: -65447.0474 eV